This record from the OMol25 dataset describes 8 unconnected molecules or ions with the total composition C36H85N3O3 in a non-equilibrium geometry. The level of theory is ωB97M-V with the def2-TZVPD basis set.

Structure (XYZ):
```
127
Properties=species:S:1:pos:R:3:forces:R:3:mulliken_charge:R:1
C -9.238 -13.605 -18.290 0.23 -0.04 -0.80 -1.346
C -9.814 -12.231 -18.147 -0.08 0.41 0.45 0.791
N -10.844 -12.085 -17.274 -0.17 -0.07 0.12 -0.299
O -9.364 -11.265 -18.741 -0.02 0.01 -0.35 -0.673
H -8.218 -13.579 -17.905 -0.17 -0.25 0.45 0.344
H -9.087 -13.813 -19.352 -0.19 0.15 -0.03 0.306
H -9.880 -14.390 -17.902 0.24 -0.04 0.37 0.453
H -11.067 -12.780 -16.585 0.00 -0.16 -0.17 0.219
H -11.195 -11.156 -17.100 0.12 0.06 -0.07 0.141
C -7.610 -8.368 -19.931 0.07 -0.62 0.73 -0.593
C -8.144 -8.723 -21.286 0.85 -0.41 -0.19 0.670
N -8.998 -9.777 -21.330 -0.20 0.67 -0.23 0.076
O -7.749 -8.166 -22.303 -0.54 0.07 -0.05 -0.830
H -8.069 -9.012 -19.177 -0.16 0.34 0.09 -0.003
H -7.775 -7.316 -19.715 -0.09 0.03 0.00 0.257
H -6.542 -8.574 -19.833 0.07 0.18 -0.44 0.271
H -9.326 -10.202 -20.476 -0.02 -0.03 0.04 -0.007
H -9.604 -9.762 -22.136 0.07 -0.43 -0.07 0.088
C -3.887 -7.856 -23.314 0.45 0.63 0.44 -1.091
C -4.232 -6.576 -22.564 -0.05 0.53 -0.40 0.665
N -5.543 -6.366 -22.293 -0.30 -0.75 -0.04 -0.232
O -3.375 -5.743 -22.329 0.23 -0.07 0.37 -0.653
H -2.829 -8.017 -23.113 -0.03 -0.19 0.00 0.336
H -3.961 -7.638 -24.378 -0.31 -0.30 -0.06 0.338
H -4.469 -8.710 -22.981 -0.17 -0.05 -0.30 0.326
H -5.835 -5.715 -21.585 0.31 0.32 -0.18 0.226
H -6.224 -7.084 -22.518 -0.02 0.04 0.24 0.235
C -12.170 -8.264 -20.316 -0.06 -0.01 0.56 -0.765
C -12.211 -6.754 -20.170 -0.64 0.01 0.22 0.081
C -13.647 -6.220 -20.272 0.51 0.33 -0.82 -0.648
C -13.784 -4.758 -19.879 0.03 -0.01 0.40 -0.052
C -15.126 -4.129 -20.232 -0.04 0.34 0.39 -0.649
C -15.364 -4.002 -21.728 0.17 0.06 -0.30 -1.194
H -12.790 -8.742 -19.549 0.03 0.09 0.05 0.920
H -11.151 -8.615 -20.152 -0.01 -0.23 -0.32 -0.273
H -12.581 -8.602 -21.268 0.34 0.18 -0.01 0.099
H -11.798 -6.465 -19.197 0.14 0.00 -0.08 -0.210
H -11.606 -6.297 -20.957 0.09 0.12 0.13 0.316
H -14.337 -6.840 -19.695 -0.02 -0.02 0.03 0.407
H -13.917 -6.292 -21.334 -0.25 -0.26 0.13 0.195
H -13.595 -4.671 -18.802 -0.12 0.06 -0.04 -0.307
H -13.006 -4.146 -20.351 0.07 -0.19 -0.11 0.335
H -15.964 -4.659 -19.768 0.12 -0.19 -0.03 0.312
H -15.147 -3.141 -19.759 0.00 0.06 -0.19 0.394
H -15.636 -4.959 -22.176 -0.18 0.05 0.00 0.293
H -16.132 -3.260 -21.948 -0.16 -0.18 -0.01 0.377
H -14.469 -3.673 -22.266 0.07 0.04 0.20 0.277
C -9.630 -8.369 -16.677 0.05 0.46 0.29 -0.878
C -10.675 -7.304 -16.351 -0.48 0.74 -0.87 -0.312
C -12.105 -7.814 -16.180 0.29 -1.04 0.53 0.153
C -13.024 -6.931 -15.338 0.32 0.27 -0.60 -0.996
C -13.022 -5.476 -15.797 0.49 0.27 -0.36 0.805
C -14.244 -4.695 -15.328 0.34 0.20 -0.85 -1.472
H -8.785 -7.861 -17.142 0.25 -0.23 0.21 0.301
H -9.921 -9.165 -17.367 -0.34 0.18 -0.01 -0.208
H -9.326 -8.825 -15.733 0.24 -0.18 -0.16 0.438
H -10.344 -6.693 -15.506 -0.07 -0.37 0.28 0.498
H -10.717 -6.552 -17.154 0.17 -0.20 -0.06 0.142
H -12.042 -8.805 -15.698 -0.06 0.13 0.11 0.399
H -12.533 -8.055 -17.161 -0.03 0.38 -0.05 -0.261
H -14.052 -7.286 -15.443 0.02 -0.21 0.34 0.388
H -12.686 -6.985 -14.300 -0.32 -0.07 0.10 0.305
H -12.112 -4.949 -15.486 -0.04 -0.20 0.33 0.280
H -12.907 -5.459 -16.889 -0.45 0.02 0.01 -0.607
H -14.395 -4.867 -14.265 -0.28 0.15 0.03 0.400
H -14.107 -3.633 -15.544 0.07 0.05 0.38 0.392
H -15.120 -4.957 -15.926 -0.14 -0.35 0.36 0.339
C -11.131 -9.369 -25.398 -0.11 0.01 0.06 -1.213
C -12.063 -8.279 -24.857 0.96 -0.16 -0.13 -0.832
C -11.368 -7.457 -23.787 -0.71 0.16 1.68 1.205
C -10.163 -6.631 -24.166 0.21 1.06 -0.40 -0.476
C -10.364 -5.741 -25.407 0.57 -1.03 -0.27 -0.371
C -9.045 -5.122 -25.874 -0.81 0.78 0.01 -1.405
H -11.626 -9.953 -26.176 0.05 -0.03 -0.02 0.371
H -10.820 -10.058 -24.608 0.02 0.02 -0.02 0.199
H -10.230 -8.926 -25.825 0.00 -0.04 -0.02 0.397
H -12.292 -7.630 -25.702 -0.59 -0.03 0.11 0.583
H -12.950 -8.741 -24.424 -0.23 0.16 -0.23 0.377
H -11.168 -8.093 -22.906 0.58 -0.23 -0.47 -1.028
H -12.068 -6.787 -23.256 -0.28 0.14 -0.74 -0.058
H -9.960 -5.913 -23.362 0.20 -0.37 0.26 0.418
H -9.251 -7.212 -24.314 -0.08 -0.16 0.10 0.183
H -10.669 -6.408 -26.221 -0.35 0.29 -0.08 0.207
H -11.128 -4.978 -25.258 -0.09 -0.07 0.08 0.362
H -8.403 -5.884 -26.307 0.28 0.08 0.15 0.342
H -9.275 -4.369 -26.635 0.18 -0.19 -0.20 0.399
H -8.561 -4.552 -25.079 0.26 -0.34 0.10 0.343
C -2.946 -7.624 -19.384 -0.34 -0.69 0.07 -0.948
C -1.937 -6.831 -18.569 -1.22 0.96 0.21 -0.547
C -2.551 -6.316 -17.241 0.69 -1.12 -0.16 -0.698
C -2.715 -7.453 -16.216 -0.17 0.38 -0.80 -0.470
C -3.645 -7.089 -15.076 -0.37 -0.04 0.35 -0.301
C -3.798 -8.174 -14.022 0.32 -0.44 0.60 -1.296
H -2.629 -7.781 -20.415 0.17 -0.03 0.05 0.259
H -3.912 -7.113 -19.446 0.13 0.19 0.06 0.218
H -3.161 -8.601 -18.939 0.11 0.00 -0.10 0.359
H -1.032 -7.397 -18.360 0.20 0.14 -0.26 0.351
H -1.778 -5.920 -19.154 0.76 -0.20 -0.03 0.293
H -3.517 -5.877 -17.496 0.03 0.30 0.27 0.338
H -1.850 -5.598 -16.811 -0.35 0.40 -0.03 0.352
H -3.142 -8.305 -16.756 0.01 -0.12 0.23 0.201
H -1.706 -7.747 -15.914 -0.12 -0.08 0.36 0.306
H -3.354 -6.173 -14.551 0.29 0.02 -0.22 0.282
H -4.622 -6.848 -15.509 0.00 -0.10 -0.01 0.263
H -4.505 -7.912 -13.230 -0.09 0.13 -0.17 0.368
H -4.094 -9.158 -14.396 -0.11 0.18 -0.31 0.324
H -2.848 -8.351 -13.503 0.01 0.11 -0.13 0.321
C -13.895 -10.878 -21.862 -0.19 0.03 0.80 -1.340
C -12.465 -11.081 -22.346 -0.17 0.32 -1.17 1.574
C -11.572 -11.841 -21.398 0.64 -0.30 -0.02 0.223
C -12.108 -13.154 -20.833 0.65 -0.33 0.71 -0.724
C -12.690 -14.193 -21.782 -0.41 -0.34 -0.15 -0.231
C -13.598 -15.163 -21.030 -0.78 0.18 0.01 -1.402
H -13.964 -10.063 -21.132 -0.01 0.00 -0.30 0.184
H -14.264 -11.736 -21.290 0.09 -0.19 -0.29 0.379
H -14.613 -10.698 -22.660 0.10 0.13 -0.10 0.368
H -12.477 -11.528 -23.350 -0.13 -0.49 0.29 0.521
H -11.996 -10.121 -22.606 -0.14 0.01 0.42 -1.441
H -11.249 -11.180 -20.587 -0.35 -0.14 0.22 -0.837
H -10.621 -12.101 -21.881 -0.14 0.19 -0.30 0.479
H -11.240 -13.635 -20.358 -0.09 0.01 0.05 0.211
H -12.781 -13.011 -19.982 -0.27 0.27 -0.26 0.360
H -13.281 -13.752 -22.589 0.05 0.19 0.08 0.268
H -11.921 -14.792 -22.277 0.22 0.28 0.00 0.369
H -13.118 -15.672 -20.193 0.21 -0.06 -0.14 0.315
H -14.458 -14.630 -20.605 0.16 0.10 0.04 0.319
H -14.054 -15.895 -21.700 0.29 -0.17 0.03 0.398
```
Forces are in eV/Å.

Output
E_tot   -1812.70241 Eh
HOMO energy   -9.02 eV
Frontier orbital gap   9.3 eV
SMILES   CC(N)=O.CC(N)=O.CC(N)=O.CCCCCC.CCCCCC.CCCCCC.CCCCCC.CCCCCC